The following is a quantum chemistry calculation of a molecular structure, Cl2Li2, from OMol25.

ORCA input file:
```
! RIJCOSX wB97M-V def2-TZVPD def2/J DEFGRID3
* xyz -1 2
Li 1.88135 -1.14260 1.07971
Li -0.38805 0.46862 0.01077
Cl -2.52668 1.30340 0.02200
Cl 1.03337 -0.62942 -1.11248
*
```

Its total energy is -935.624013 Eh. For the HOMO energy (spin up / spin down), the calculation gives -1.22 / -5.61 eV. For the orbital gap (spin up / spin down), the calculation gives 0.150 / 0.321 Eh.

=====

The following is a quantum chemistry calculation of a molecular structure, C58H48BO3OsP2S2Te, from OMol25.

ORCA input file:
```
! RIJCOSX wB97M-V def2-TZVPD def2/J DEFGRID3
* xyz -1 5
Os -1.05812 -0.10422 0.90467
O -4.15693 0.21883 1.14666
S -3.14341 0.65023 0.17215
C -3.27954 2.40602 -0.01244
C -3.82814 2.85924 -1.16486
C -3.96220 4.23936 -1.48159
C -3.63454 5.10590 -0.48696
C -3.68240 6.59330 -0.46840
C -3.58864 6.94679 1.04176
C -3.19782 5.67047 1.72847
C -2.91447 5.31177 3.03503
C -2.21295 4.05917 3.18207
C -2.08665 3.11945 2.18302
P -0.85066 1.76457 2.22301
C 0.74332 2.68210 2.00015
C 0.99328 3.98900 2.44870
C 2.22089 4.57878 2.28400
C 3.22011 3.89529 1.55059
C 3.00002 2.57544 1.15568
C 1.79400 1.96920 1.39887
C -0.02885 -1.23521 2.38958
C 1.31360 -1.60689 2.23779
C 2.01157 -2.38200 3.12822
C 1.32497 -2.81993 4.24437
C -0.01305 -2.54591 4.42073
C -0.69787 -1.75296 3.49224
C -2.81914 3.33433 0.96373
C -3.15303 4.63941 0.74416
C -3.54873 0.08165 -1.49324
C -4.89820 -0.21634 -1.57136
C -5.56108 -0.36277 -2.79898
C -4.78426 -0.21047 -3.94229
C -5.15807 -0.15984 -5.39977
C -3.80862 -0.23800 -6.13878
C -2.85139 0.30042 -5.14323
C -1.59839 0.85836 -5.19054
C -0.83528 1.00847 -4.03987
C -1.31130 0.67766 -2.71545
P -0.19024 0.68410 -1.35381
C 1.13549 -0.47975 -1.83859
C 0.86135 -1.45293 -2.79949
C 1.78179 -2.39394 -3.19975
C 3.07459 -2.34963 -2.72342
C 3.38564 -1.35089 -1.79482
C 2.43185 -0.42390 -1.35023
C 0.54784 2.33074 -1.55133
C -0.32859 3.40459 -1.27226
C 0.09898 4.70304 -1.33716
C 1.42450 4.94591 -1.80755
C 2.23275 3.89928 -2.16288
C 1.83701 2.56704 -1.94855
C -2.75058 0.24062 -2.62213
C -3.42174 0.04942 -3.84658
H -4.09246 2.18300 -1.94062
H -4.21002 4.54500 -2.50105
H -4.62555 7.00167 -0.89048
H -2.85244 7.05322 -1.06494
H -4.55952 7.31524 1.40305
H -2.87448 7.77658 1.17322
H -3.07083 5.98391 3.84614
H -1.73678 3.85910 4.14211
H 0.16466 4.50468 2.91807
H 2.37229 5.63904 2.58378
H 4.18608 4.39209 1.29611
H 3.76456 2.06349 0.58429
H 1.72107 0.91908 1.16013
H 1.84662 -1.34650 1.33170
H 3.07403 -2.60577 2.93725
H 1.80152 -3.42135 5.01174
H -0.59307 -2.89477 5.28339
H -1.75250 -1.62532 3.59343
H -5.46069 -0.16608 -0.64861
H -6.61482 -0.51674 -2.89753
H -5.59007 0.86590 -5.56724
H -5.89378 -0.87173 -5.72011
H -3.83968 0.32764 -7.05869
H -3.55841 -1.31049 -6.42454
H -1.12409 1.00900 -6.14135
H 0.22246 1.36800 -4.08434
H -0.16035 -1.48411 -3.19061
H 1.48458 -3.18784 -3.82472
H 3.81743 -3.07487 -2.94368
H 4.37383 -1.30934 -1.36632
H 2.69367 0.29704 -0.54934
H -1.35671 3.13983 -1.09947
H -0.53746 5.57238 -1.09606
H 1.74738 5.94305 -1.92132
H 3.17659 4.15516 -2.60312
H 2.54679 1.80162 -2.15867
S -1.74210 -2.29509 -0.10432
Te -0.50594 1.12144 4.65926
C 5.17715 -4.80472 2.70462
C 4.52884 -6.12541 2.21908
C 4.77165 -7.18797 3.28028
C 5.18828 -6.66627 0.91900
C 3.03451 -5.79233 1.98134
C 2.02130 -6.43456 2.65101
C 0.65392 -6.07786 2.54777
C 0.36588 -5.08254 1.61348
O -0.81232 -4.50947 1.32377
B -0.52960 -3.51123 0.39945
O 0.81822 -3.54464 0.00192
C 1.38739 -4.52809 0.81152
C 2.70022 -4.79777 1.04630
H 6.26904 -4.89773 2.88252
H 4.70601 -4.40860 3.58405
H 5.05384 -4.01656 1.97901
H 5.83984 -7.30695 3.43040
H 4.41897 -8.18926 3.01977
H 4.29115 -6.90486 4.20669
H 6.27996 -6.80660 1.07482
H 5.11576 -5.90905 0.10888
H 4.75244 -7.62081 0.59555
H 2.27915 -7.16976 3.38855
H -0.08921 -6.50142 3.16741
H 3.45713 -4.20704 0.51697
*
```

Its total energy is -4327.425439 Eh. For the HOMO energy (spin up / spin down), the calculation gives -1.93 / -4.71 eV. For the orbital gap (spin up / spin down), the calculation gives 0.142 / 0.200 Eh.

=====

The following is a quantum chemistry calculation of a single C6H7N3 molecule, from OMol25.

ORCA input file:
```
! RIJCOSX wB97M-V def2-TZVPD def2/J DEFGRID3
* xyz 0 1
H -3.18682 1.57830 -1.05873
N -2.70017 0.94480 -0.33556
C -1.70773 0.20494 -0.74432
N -1.15738 -0.67654 0.04375
C -0.72643 -0.58166 1.38120
C 0.25578 -0.97854 0.17393
C 1.29585 -0.06245 -0.06088
C 2.39568 -0.26625 -0.71939
C 1.00851 1.33700 0.21492
N 0.88881 2.44912 0.62321
H -1.47447 -0.00822 -1.80795
H -0.40052 0.29639 2.15945
H -1.06861 -1.55757 2.05161
H 0.59191 -2.03308 -0.10759
H 3.07229 -1.24993 -0.76752
H 2.91330 0.60368 -1.04612
*
```

Its total energy is -396.929010 Eh. For the HOMO energy, the calculation gives -9.21 eV. For the orbital gap, the calculation gives 0.345 Eh.

=====

The following is a quantum chemistry calculation of a molecular structure, C27H28CuN2Si, from OMol25.

ORCA input file:
```
! RIJCOSX wB97M-V def2-TZVPD def2/J DEFGRID3
* xyz 0 2
C 0.02621 0.29393 2.75258
C -0.52211 -0.76086 1.94927
C 0.45072 -1.84163 1.91780
H -1.55556 -0.85068 1.62120
C 1.53193 -1.45398 2.77670
C 1.26358 -0.15780 3.28102
H 1.86708 0.37827 4.01576
H -0.47735 1.23090 3.00088
H 0.25967 -2.83178 1.50751
H 2.37537 -2.08712 3.05272
Cu 0.79276 -0.57930 0.28733
C -0.81188 -1.28799 -3.35791
H -0.09493 -2.09578 -3.22388
H -0.33756 -0.49011 -3.93750
H -1.69218 -1.68068 -3.89280
Si -1.32149 -0.65438 -1.65085
C -2.30354 0.94380 -1.66394
C -2.95178 1.29021 -0.47036
H -3.06570 0.54516 0.32671
C -3.49434 2.56431 -0.28265
H -3.94354 2.81739 0.67671
C -3.47512 3.48278 -1.33742
H -3.89494 4.48029 -1.18706
C -2.93918 3.10530 -2.57582
H -2.97121 3.80926 -3.40417
C -2.37158 1.83200 -2.74449
H -2.00821 1.52753 -3.72921
C -2.33569 -2.02316 -0.89980
C -3.71610 -1.89818 -0.70253
H -4.24509 -1.00077 -1.04581
C -4.42206 -2.92414 -0.06101
H -5.48879 -2.80935 0.12286
C -3.75685 -4.09342 0.32022
H -4.30978 -4.90180 0.79441
C -2.38747 -4.23323 0.08779
H -1.86473 -5.14500 0.37469
C -1.67742 -3.20238 -0.53321
H -0.61147 -3.31702 -0.73621
H 0.27028 -0.85699 -1.35035
H -0.81684 -0.13573 -0.26419
N 0.82180 1.70199 0.28400
C 2.20159 2.06353 0.46241
C 2.60604 3.34440 0.80776
C 3.97780 3.63226 0.94442
C 4.92746 2.62871 0.80905
C 4.54830 1.28705 0.53714
C 5.45684 0.20497 0.51235
C 4.97765 -1.09000 0.37688
C 3.59403 -1.29586 0.24830
N 2.73388 -0.27780 0.17026
C 3.15495 1.01598 0.34638
H 0.21361 2.02755 1.03812
H 0.39266 1.99819 -0.59503
H 1.83567 4.10843 0.95039
H 4.27539 4.65573 1.16059
H 5.99082 2.84924 0.93734
H 6.51981 0.41426 0.62351
H 5.62830 -1.95688 0.37072
H 3.17031 -2.29966 0.20038
*
```

Its total energy is -3085.014959 Eh. For the HOMO energy (spin up / spin down), the calculation gives -6.40 / -6.50 eV. For the orbital gap (spin up / spin down), the calculation gives 0.217 / 0.220 Eh.

=====

The following is a quantum chemistry calculation of 5 unconnected molecules or ions with the total composition C16H45N3O6, from OMol25.

ORCA input file:
```
! RIJCOSX wB97M-V def2-TZVPD def2/J DEFGRID3
* xyz 0 1
C 5.05120 -1.07480 1.75755
N 3.80203 -1.49792 1.12644
C 3.01349 -0.39727 0.60377
C 2.35002 0.47807 1.69206
O 2.21248 -0.22254 2.91222
C 2.80914 0.39002 4.03104
C 0.99278 1.01123 1.19805
C 0.28661 1.85839 2.24497
N -0.75989 2.69518 1.65199
O 0.20009 -0.01871 0.61260
C -0.97431 -0.50842 1.25898
C -0.69545 -1.51444 2.35968
N -0.26034 -2.78478 1.76096
H 5.87360 -1.66835 1.35511
H 5.03740 -1.21599 2.84148
H 5.26765 -0.01433 1.56667
H 4.04926 -2.07149 0.32828
H 3.62870 0.28280 -0.01333
H 2.23908 -0.81743 -0.03857
H 2.97721 1.36462 1.85904
H 2.24449 1.26813 4.36897
H 3.83948 0.69814 3.81815
H 2.82521 -0.34703 4.83389
H 1.22970 1.70234 0.37357
H -0.10483 1.23955 3.05653
H 1.05398 2.50488 2.68722
H -0.93597 2.42390 0.69290
H -1.63892 2.59774 2.14056
H -1.63701 0.29218 1.58431
H -1.50855 -1.04102 0.46842
H 0.06441 -1.12133 3.03654
H -1.62743 -1.68198 2.90941
H 0.22862 -3.33526 2.45844
H 0.46123 -2.56147 1.07986
C 6.12682 -0.44443 -2.57588
C 6.46372 -1.65333 -1.72258
O 5.35342 -2.52302 -1.55167
H 5.28323 0.09746 -2.14553
H 6.97881 0.23357 -2.64733
H 5.84738 -0.75221 -3.58575
H 6.73822 -1.34035 -0.71491
H 7.32118 -2.18885 -2.14521
H 5.05840 -2.82930 -2.42028
C 2.12588 -1.48924 -5.22570
C 2.71136 -2.83525 -4.84748
O 3.32634 -2.81362 -3.56199
H 2.89788 -0.71949 -5.20947
H 1.68829 -1.52459 -6.22418
H 1.34119 -1.19717 -4.52418
H 3.50109 -3.12108 -5.54163
H 1.94056 -3.61154 -4.88208
H 2.66229 -2.57644 -2.90615
C -5.17071 2.33504 -0.93307
C -4.35643 1.06228 -0.82220
O -3.84556 0.85786 0.49343
H -4.56841 3.19752 -0.64460
H -5.52452 2.48359 -1.95455
H -6.04461 2.30497 -0.27949
H -3.47813 1.10020 -1.46665
H -4.95556 0.19809 -1.12961
H -4.59300 0.80981 1.09790
C -10.25469 1.80811 -0.11210
C -9.20075 2.15602 0.92080
O -8.32154 3.18495 0.47902
H -9.78458 1.50287 -1.04712
H -10.89118 0.99559 0.24069
H -10.89351 2.66990 -0.31900
H -8.56122 1.29530 1.11806
H -9.67279 2.44014 1.86729
H -8.84406 3.97404 0.30546
*
```

Its total energy is -1252.221851 Eh. For the HOMO energy, the calculation gives -8.34 eV. For the orbital gap, the calculation gives 0.332 Eh.